1.
C25H28Cl5IN2OSi2Ti | ωB97M-V with the def2-TZVPD basis set

```
65
Properties=species:S:1:pos:R:3:forces:R:3
Ti -0.178812 -0.316924 0.284792 -2.3847 0.3507 0.8683
Cl 1.464957 -2.935731 2.241772 0.1141 -0.0218 0.0474
C 2.886139 -1.977370 2.054179 -0.3687 0.4616 -0.2730
C 2.685651 -0.647477 1.530310 0.3620 -0.2833 0.1940
C 3.873795 0.113217 1.330852 -0.2368 0.0380 -0.0276
Cl 3.778067 1.726396 0.708015 0.1641 0.0266 0.0229
C 5.123693 -0.419127 1.615533 -0.0956 -0.0934 0.0351
Cl 6.537013 0.538036 1.343270 0.0895 0.0306 -0.0027
C 5.275562 -1.709260 2.113673 0.1685 0.0221 0.0245
Cl 6.848334 -2.345202 2.464906 0.0217 -0.0325 0.0200
C 4.134037 -2.483141 2.329579 -0.1014 0.1060 -0.1194
Cl 4.286370 -4.101633 2.905688 0.0616 -0.0940 0.0735
I -1.729164 -2.576828 -0.080005 0.2028 -0.1858 0.0773
C -3.090666 -0.898436 2.657122 -0.0180 0.2112 -0.7663
C -3.516176 -1.402375 3.902862 0.0397 0.1317 0.6062
C -3.005101 -0.989021 5.118507 -0.1266 -0.2234 -0.4220
C -1.900337 -0.137297 5.098687 0.1219 0.1262 0.2446
C -1.416346 0.287699 3.893935 0.1414 -0.1591 -0.1987
N -2.018509 -0.047153 2.715366 -0.6806 -0.2980 0.9216
H -4.342765 -2.108174 3.886925 -0.0040 0.0279 0.0385
H -3.430637 -1.319812 6.061783 0.0263 -0.0300 0.0045
H -1.414995 0.179895 6.013327 0.0317 0.0291 -0.0467
H -0.531555 0.905267 3.814051 -0.0276 0.0396 -0.0832
C -1.525314 0.671732 1.558433 1.1644 -0.7357 -1.4069
C -1.854868 2.058511 1.581417 -0.1228 0.0233 -0.1070
C -1.107828 3.029272 0.856216 -0.0162 -0.1193 0.1524
C -1.467453 4.361126 0.847894 -0.0314 0.0295 0.0214
C -2.597106 4.810179 1.529562 -0.0727 0.1695 0.0110
C -3.356512 3.881528 2.239957 0.1342 0.0391 0.0205
C -2.994445 2.551033 2.285346 0.1294 -0.0087 -0.0182
H -0.204706 2.702840 0.356206 -0.0432 0.1085 -0.0718
H -0.853350 5.077573 0.310126 0.0168 -0.0405 -0.0280
H -2.870589 5.859618 1.519978 -0.0107 -0.0188 -0.0296
H -4.246124 4.209578 2.770003 -0.0007 -0.0152 0.0094
H -3.610820 1.849924 2.834965 -0.0090 -0.0004 -0.0039
O 1.125210 0.915554 0.657377 1.1952 0.6502 -0.2842
N 1.428778 -0.253780 1.341930 0.4539 -0.5252 0.6485
C -2.112076 -1.000131 -3.797900 0.3463 -0.1257 0.1393
Si -1.123742 0.346036 -2.888061 -0.5009 0.3377 -0.0911
C -0.606342 1.596708 -4.247702 0.1960 -0.2112 0.1381
C -2.394890 1.264763 -1.821711 0.2297 -0.2255 -0.1799
C 0.337285 -0.211269 -1.880952 -0.3760 -0.0710 -0.0175
Si 1.392430 -1.574886 -2.576633 0.3563 -0.2044 -0.2237
C 3.118840 -1.599766 -1.773853 -0.2142 0.1615 -0.0495
C 0.830655 -3.386929 -2.477892 -0.0679 0.2214 0.0000
C 1.734112 -1.322387 -4.448581 -0.0898 0.1244 0.1990
H -2.849228 -0.546351 -4.465766 0.0286 0.1003 0.0206
H -2.642007 -1.635341 -3.085719 0.0421 -0.0019 0.0396
H -1.464877 -1.645450 -4.399770 -0.0354 -0.0170 -0.0212
H -1.350819 1.678200 -5.044325 -0.0776 -0.0100 0.0482
H 0.339676 1.292916 -4.705308 -0.0258 0.0151 -0.0298
H -0.458142 2.592394 -3.821102 0.0004 -0.0088 0.0432
H -3.281630 1.561076 -2.389405 0.0306 -0.0147 -0.1113
H -1.959340 2.169009 -1.392159 -0.0376 0.0265 0.0395
H -2.722742 0.633997 -0.990357 -0.0497 0.0419 0.0087
H 1.009933 0.656402 -1.792167 0.0294 0.0004 -0.1680
H 3.074101 -2.032584 -0.771573 0.0028 0.0077 0.0256
H 3.540662 -0.594277 -1.686051 -0.0170 0.0053 0.0373
H 3.817867 -2.202413 -2.360519 -0.0490 -0.0452 -0.0472
H 0.849968 -3.754459 -1.451618 -0.0709 0.0394 0.0126
H 1.509307 -4.011061 -3.070294 0.0739 0.1280 -0.0542
H -0.182684 -3.534866 -2.855248 -0.0228 0.0070 0.0430
H 2.375021 -0.451465 -4.615436 -0.0311 0.0330 0.0076
H 0.803246 -1.156284 -4.997850 0.0217 -0.0092 -0.0208
H 2.231987 -2.191820 -4.886589 0.0196 -0.0413 0.0595
```
Forces are in eV/Å.

As for the multiplicity: 1. For the LUMO energy (alpha / beta), the calculation gives 3.95 / 3.95 eV. The HOMO energy (alpha / beta) is -0.4047 / -0.4038 eV. The total charge is -2. As for the frontier orbital gap (alpha / beta): 0.1601 / 0.1600 Ha.

---

2.
H18O9 | ωB97M-V with the def2-TZVPD basis set

```
27
Properties=species:S:1:pos:R:3:forces:R:3
O 2.534518 -0.789465 -0.706082 0.7451 -0.4292 -0.2732
H 1.891484 -1.318285 -0.193774 0.0581 0.2185 0.1330
H 2.638614 0.038550 -0.239926 0.1488 0.2631 0.1768
O 0.450731 -1.722971 0.490631 -2.0617 0.1730 -1.4401
H -0.399498 -1.816395 -0.128659 1.7378 0.1686 1.4247
H 0.375757 -2.362973 1.184609 -0.2152 -0.7104 0.4434
O 2.037481 1.900848 0.126008 1.7257 1.2808 1.1505
H 1.395497 1.608711 -0.502914 -1.6804 -0.5597 -1.0490
H 1.784366 2.793341 0.393791 0.1407 -0.0673 -0.3082
O 0.668294 -1.197204 -2.399070 -3.9380 -0.9713 -3.0647
H 1.476654 -1.040119 -2.031302 4.3296 0.5183 2.2080
H 0.723947 -0.716117 -3.233046 -0.2085 -0.2235 -0.1980
O -0.044213 0.832092 -1.117355 0.0095 2.0582 0.4228
H -0.854099 0.850434 -0.602724 -0.2338 -0.3310 -0.0786
H 0.109913 -0.018341 -1.529338 -0.2368 -0.8514 -0.1760
O -1.858401 -1.799740 -1.063022 -2.4407 0.3213 3.7447
H -1.716032 -1.368985 -1.846725 1.2908 1.1289 -3.6147
H -2.513002 -1.097473 -0.698849 1.3362 -1.6527 0.0610
O -2.766915 0.634140 -0.067096 -1.0201 1.5690 -0.8359
H -2.529150 1.087111 0.754718 0.3775 -0.4464 1.0866
H -3.311753 1.350224 -0.475926 0.4701 -1.0835 -0.0085
O 1.076364 0.726020 2.264724 0.3307 2.2588 0.6481
H 0.947094 -0.094324 1.841756 -0.2646 -1.6860 -1.0412
H 1.586432 1.276617 1.592137 -0.7997 -1.0058 0.7063
O -1.896550 1.283328 2.493585 3.1542 1.9876 -2.9067
H -0.882581 1.121334 2.430369 -1.9383 -0.0375 0.6633
H -2.334108 0.770295 3.107198 -0.8172 -1.8905 2.1254
```
Forces are in eV/Å.

As for the multiplicity: 1. For the LUMO energy, the calculation gives 0.31 eV. The HOMO energy is -10.8773 eV. The total charge is 0. Its SMILES is O.O.O.O.O.O.O.O.O. As for the frontier orbital gap: 0.4111 Ha.

---

3.
C37H30N4O6PReS | ωB97M-V with the def2-TZVPD basis set

```
80
Properties=species:S:1:pos:R:3:forces:R:3
Re -0.580444 0.729416 -0.803053 -0.8309 0.7278 0.4940
O -0.697045 -2.106694 -3.467936 0.1276 0.0876 0.2207
C -0.509253 -2.050570 -2.271920 -0.4239 -0.4908 -0.2596
O 0.201128 -1.153187 -1.637410 -0.0958 1.4718 0.0250
C -1.104067 -3.060586 -1.319992 0.1057 0.2280 0.0594
C -1.730911 -4.195052 -1.807828 0.0909 0.0470 -0.0573
C -2.314208 -5.095026 -0.931867 -0.0206 0.0402 0.0400
C -2.289046 -4.832643 0.429959 -0.0089 -0.1333 -0.0099
C -1.687256 -3.682708 0.919999 0.1085 0.1415 -0.0124
C -1.077136 -2.782966 0.050155 -0.1560 -0.0267 -0.1791
P -0.223694 -1.261270 0.646031 0.1756 -0.4890 1.0384
C -0.794168 -1.226798 2.399168 -0.0883 0.1565 -0.1905
C -2.125981 -0.831787 2.560110 0.0116 0.0174 -0.0720
C -2.705730 -0.781457 3.815345 -0.0108 0.0299 0.0360
C -1.952948 -1.103690 4.937461 0.0273 -0.0411 -0.0439
C -0.621384 -1.459179 4.790455 -0.0285 0.0019 0.0927
C -0.040603 -1.515115 3.530452 0.0525 -0.1023 -0.0126
C 1.497089 -1.886736 0.716948 0.0540 0.2845 -0.0071
C 1.784917 -3.084399 1.364248 0.0031 -0.0122 0.0035
C 3.080030 -3.581503 1.369201 0.0027 -0.0720 0.0572
C 4.094433 -2.892670 0.721500 0.0185 0.0416 -0.0472
C 3.811561 -1.701558 0.068253 0.0425 -0.0228 0.0056
C 2.520443 -1.201152 0.064698 -0.1081 0.0334 0.1485
H -1.748738 -4.337957 -2.880477 -0.0163 -0.0285 0.0066
H -2.802114 -5.986278 -1.305424 0.0124 -0.0035 -0.0049
H -2.743770 -5.531573 1.121365 -0.0261 0.0354 0.0106
H -1.705968 -3.486749 1.982781 -0.0008 0.0015 0.0412
H -2.714387 -0.556040 1.691391 -0.0264 -0.0279 0.0480
H -3.741753 -0.483534 3.912957 0.0089 0.0212 -0.0160
H -2.401569 -1.072450 5.922552 0.0062 0.0231 0.0013
H -0.026686 -1.694729 5.664644 0.0239 0.0190 -0.0128
H 1.004091 -1.784798 3.447865 -0.0432 -0.0248 -0.0357
H 0.996356 -3.637048 1.860811 0.0031 -0.0230 -0.0321
H 3.295255 -4.515218 1.874084 -0.0142 -0.0001 -0.0004
H 5.102482 -3.288430 0.714178 -0.0026 -0.0055 0.0223
H 4.590943 -1.160551 -0.453009 0.0096 -0.0060 0.0188
H 2.302297 -0.274322 -0.445414 0.0361 0.0239 -0.0483
S -2.866544 -0.346396 -1.188922 0.4514 -0.2970 -0.4114
C -4.000794 0.418573 -0.246358 -0.3952 0.3746 0.3559
N -4.854926 0.862416 0.395870 0.0765 -0.0432 0.0262
C 2.311141 0.879038 3.374015 -0.0717 0.1158 0.0306
N 1.156201 1.721133 3.577365 0.0166 0.1874 -0.0721
C 1.420562 2.778323 4.530852 -0.0502 -0.1436 -0.0395
C 0.423915 2.085465 2.360438 0.0325 -0.1108 -0.1131
C 1.246357 2.517023 1.154387 -0.1122 -0.0404 0.0604
C 2.190232 3.520839 1.368996 0.0229 -0.0253 0.0189
C 3.024930 3.969318 0.361675 -0.0277 0.0300 0.0047
C 2.905071 3.410174 -0.900293 0.0350 0.0770 0.0193
C 1.931695 2.456001 -1.139596 0.0346 -0.1193 -0.0985
C 1.067725 1.983112 -0.139610 -0.0462 -0.4785 0.0217
H 2.640203 0.477646 4.337028 0.0010 -0.0284 -0.0204
H 3.160300 1.402244 2.907252 0.0170 0.0130 0.0214
H 2.037348 0.051861 2.729810 0.0674 -0.1865 -0.1696
H 1.464669 2.345517 5.535888 0.0349 0.0776 0.0272
H 0.612529 3.509247 4.505330 0.0053 -0.0001 0.0554
H 2.372680 3.304793 4.356456 -0.0133 0.0312 0.0076
H -0.263801 2.888641 2.634843 -0.0916 -0.0612 -0.0731
H -0.196364 1.235640 2.068924 0.0016 0.0547 0.0797
H 2.261397 3.963281 2.355186 0.0358 -0.0085 -0.0214
H 3.742411 4.757134 0.558255 0.0298 -0.0247 -0.0057
H 3.547839 3.734123 -1.710357 -0.0107 0.0089 -0.0064
H 1.846438 2.069665 -2.144003 -0.0211 -0.0602 -0.0031
O -1.740772 2.219091 0.285293 0.9372 -2.2031 -0.7837
N -1.688805 3.480327 0.030194 0.0829 1.2400 -0.1481
O -0.973102 3.825049 -0.869190 -0.1614 -0.1485 0.2046
O -2.847501 2.570158 -2.648621 -0.0087 -0.0617 -0.1189
C -1.944145 2.057116 -3.257292 -0.2879 0.1624 0.0614
N -0.770319 1.536677 -2.709955 0.2407 -0.4533 0.0603
C 0.051171 1.047813 -3.728182 0.1753 0.2158 -0.0437
O 1.186614 0.652437 -3.590897 -0.1031 -0.0843 -0.1414
C -0.685327 1.200828 -5.016703 -0.2484 0.1529 -0.0259
C -0.332853 0.845457 -6.300437 0.0677 0.0111 -0.0002
C -1.209690 1.193674 -7.323269 0.0925 -0.0426 -0.0200
C -2.404554 1.850747 -7.049698 -0.0456 0.0500 0.0159
C -2.762310 2.179330 -5.745008 -0.0813 0.0613 0.0078
C -1.877701 1.849783 -4.740283 0.3198 -0.1595 -0.1164
H 0.589587 0.312700 -6.490375 0.0228 0.0468 -0.0180
H -0.954382 0.959780 -8.349558 -0.0374 -0.0482 0.0060
H -3.062063 2.114157 -7.868998 -0.0223 -0.0225 0.0133
H -3.697225 2.677074 -5.522733 0.0155 0.0174 0.0245
```
Forces are in eV/Å.

As for the multiplicity: 4. For the LUMO energy (alpha / beta), the calculation gives 2.40 / 1.43 eV. The HOMO energy (alpha / beta) is -5.5711 / -5.8021 eV. The total charge is -1. As for the expectation value of S²: 3.7827. As for the frontier orbital gap (alpha / beta): 0.2929 / 0.2660 Ha.

---

4.
C3H8N2 | ωB97M-V with the def2-TZVPD basis set

```
13
Properties=species:S:1:pos:R:3:forces:R:3
C 1.086492 0.938943 0.892496 -0.2474 -3.4591 2.5406
C 1.073253 -0.268554 -0.085061 0.1903 1.7153 -3.1038
N -1.901135 -0.192656 -0.233684 0.2814 0.9396 0.9543
C -0.951621 -0.367208 -1.290405 -0.0137 -0.9740 -1.0304
N 0.339827 0.016246 -1.354293 -0.7797 -0.3524 1.2722
H 2.111055 0.996678 1.269317 0.1112 1.1573 -0.3678
H 0.522169 1.819645 0.620445 0.2705 0.0891 -0.2374
H 0.653064 0.410458 1.801552 -0.3137 1.2625 -0.3582
H 2.108883 -0.318864 -0.470369 -0.0590 -0.6751 0.5084
H 0.682679 -1.246909 0.254630 0.4266 0.4007 0.7310
H -2.816262 -0.593457 -0.281245 -0.0281 -0.3096 -0.3492
H -1.664277 0.110643 0.697408 0.3260 0.0003 -0.0987
H -1.244128 -1.304965 -1.820791 -0.1645 0.2054 -0.4611
```
Forces are in eV/Å.

As for the multiplicity: 2. For the LUMO energy (alpha / beta), the calculation gives 4.75 / 4.51 eV. The HOMO energy (alpha / beta) is 0.6176 / -1.9486 eV. The total charge is -1. As for the expectation value of S²: 0.7546. As for the frontier orbital gap (alpha / beta): 0.1519 / 0.2374 Ha.

---

Q: Which relative energy (zero: lowest compared OMol25 entry of this formula, charge and spin) values were calculated for the entries above? A: 34.3 40.3 12.8 39.4, in kcal per mole.
Q: Which E_tot values were calculated for the entries above? A: -5181.32848 -687.96159 -2916.30360 -228.48609, in hartree.
Q: Which maximum force values were calculated for the entries above? A: 2.56 5.08 2.52 4.30, in eV/A.